# C16H17ClF5N5O2S

The molecule C16H17ClF5N5O2S (the ωB97M-V functional and the def2-TZVPD basis, the Open Molecules 2025 dataset).

Geometry (Å):
C -2.58 2.13 1.63
C -1.40 2.94 0.89
C -1.90 4.16 0.00
C -0.92 5.12 -0.77
C 0.61 4.80 -0.60
C 1.10 3.59 0.24
C 0.15 2.59 1.03
C 0.66 1.38 1.93
C 1.52 0.23 1.19
Cl 2.31 -0.68 2.63
C 2.82 0.81 0.41
N 3.64 1.18 -0.39
C 0.64 -0.78 0.24
C -0.96 -0.64 0.52
N -2.05 -0.93 0.98
C 1.17 -2.30 0.25
C 0.41 -3.37 1.15
N 1.39 -4.53 1.27
N -0.80 -4.02 0.49
N 0.08 -3.01 2.54
S 0.76 -0.25 -1.58
O 2.04 -0.76 -2.23
O 0.60 1.23 -1.79
C -0.63 -1.03 -2.62
F -1.75 -0.11 -2.50
F -1.07 -2.29 -2.12
C -0.27 -1.13 -4.18
F 0.37 0.07 -4.59
F 0.52 -2.30 -4.38
F -1.50 -1.24 -4.90
H -3.15 1.56 0.79
H -3.33 2.86 2.08
H -2.22 1.36 2.39
H -3.03 4.42 -0.10
H -1.25 6.02 -1.40
H 1.40 5.48 -1.11
H 2.25 3.44 0.31
H -0.18 0.94 2.60
H 1.39 1.86 2.70
H 2.30 -2.40 0.47
H 1.08 -2.70 -0.84
H 1.67 -4.73 0.29
H 0.90 -5.37 1.64
H -1.48 -3.31 0.18
H -0.50 -4.62 -0.29
H -0.13 -2.02 2.70
H -0.67 -3.64 2.87

frontier orbital gap	7.65	eV
HOMO level	-8.69	eV
net charge	0
structure (SMILES)	Cc1ccccc1C[C@](Cl)(C#N)[C@](C#N)(CC(N)(N)N)S(=O)(=O)C(F)(F)C(F)(F)F
molecular weight	473.9	g/mol